{
  "formula": "C17H31AsFeN2PS5",
  "method": "ωB97M-V/def2-TZVPD",
  "spin_multiplicity": 5,
  "lumo_ev": [2.440, 2.437],
  "e_above_lowest_kcal_mol": 5.0,
  "energy_ev": -179809.1268,
  "homo_lumo_gap_ev": [6.48, 6.49],
  "charge": -1,
  "s2": 6.02,
  "symbols": ["Fe", "S", "As", "S", "S", "S", "C", "N", "C", "S", "N", "C", "H", "H", "H", "H", "H", "H", "H", "H", "C", "C", "C", "C", "P", "C", "C", "C", "C", "C", "C", "C", "C", "C", "C", "H", "H", "H", "H", "H", "H", "H", "H", "H", "H", "H", "H", "H", "H", "H", "H", "H", "H", "H", "H", "H", "H", "H"],
  "positions_angstrom": [[-0.233866, -0.953307, 0.661979], [3.586831, -1.813660, 2.561068], [1.644913, -2.559733, 2.212467], [1.199459, -2.592647, -0.000887], [0.149736, -0.995656, 2.916206], [1.158527, -4.461778, 3.028275], [-1.917702, -5.650058, 1.205270], [-2.110588, -4.327191, 0.641380], [-2.398781, -3.179761, 1.249776], [-2.528293, -1.763718, 0.248392], [-2.685740, -3.040731, 2.539720], [-2.411189, -3.932389, 3.656679], [-1.703151, -6.316287, 0.372660], [-2.827800, -5.998726, 1.691263], [-1.063498, -5.656494, 1.886551], [-1.781434, -4.180391, -0.302931], [-2.725012, -2.056997, 2.790937], [-3.015511, -4.834266, 3.598434], [-2.700141, -3.391105, 4.552858], [-1.342734, -4.162679, 3.708215], [0.445878, 3.993457, -0.323326], [-0.133738, 2.749320, 0.352467], [-1.636856, 2.922444, 0.558489], [0.538034, 2.600957, 1.723201], [0.167965, 1.156669, -0.584162], [1.967384, 1.223988, -0.901478], [2.581466, 1.862696, -1.978002], [3.959519, 1.876553, -2.103667], [4.750715, 1.251318, -1.151289], [4.155543, 0.610509, -0.079974], [2.774755, 0.595876, 0.042197], [-0.692789, 1.229187, -2.245094], [-0.599038, 2.533637, -3.040513], [-0.114436, 0.064964, -3.061279], [-2.184602, 0.943922, -2.040509], [0.305204, 4.846928, 0.345108], [-0.038541, 4.234588, -1.269286], [1.516556, 3.886780, -0.499305], [-1.803230, 3.687528, 1.317570], [-2.113685, 2.003238, 0.904219], [-2.136501, 3.247680, -0.352543], [0.312234, 3.495751, 2.304875], [1.621122, 2.525841, 1.635154], [0.193178, 1.724979, 2.274760], [1.994411, 2.356587, -2.736779], [4.414300, 2.371400, -2.950874], [5.826586, 1.248029, -1.259131], [4.732105, 0.070047, 0.658735], [2.355158, 0.047474, 0.882267], [0.410120, 2.916269, -3.165250], [-1.199293, 3.318620, -2.580489], [-1.011695, 2.357108, -4.036066], [0.915011, 0.232472, -3.365492], [-0.722909, -0.060541, -3.956551], [-0.145216, -0.872405, -2.498032], [-2.690663, 1.744497, -1.503135], [-2.357342, 0.010560, -1.511412], [-2.650709, 0.858673, -3.023731]],
  "forces_ev_per_a": [[-0.4, 0.0, -0.1], [-0.1, -0.1, 0.0], [0.2, -0.2, 0.2], [0.0, -0.1, 0.1], [0.1, -0.2, -0.1], [0.0, 0.1, 0.0], [0.2, -0.1, 0.1], [0.0, 0.3, -0.1], [-0.1, 0.0, -0.2], [0.0, 0.2, -0.1], [0.0, 0.4, -0.1], [0.2, -0.1, 0.1], [0.0, 0.0, 0.0], [0.0, 0.0, 0.0], [0.0, -0.1, 0.0], [0.0, 0.0, 0.2], [0.0, -0.3, -0.1], [0.0, 0.0, 0.0], [0.0, 0.0, 0.1], [0.0, -0.1, 0.0], [0.0, 0.1, 0.0], [0.0, 0.0, -0.1], [-0.1, 0.0, 0.1], [0.0, -0.1, 0.0], [0.1, 0.0, 0.0], [-0.1, 0.0, 0.0], [0.0, 0.1, -0.1], [0.0, 0.0, 0.0], [0.0, 0.0, 0.0], [0.0, -0.1, 0.0], [0.0, -0.1, 0.1], [0.0, 0.0, 0.0], [-0.1, 0.0, -0.1], [0.0, -0.1, 0.1], [-0.1, 0.0, 0.0], [0.0, 0.0, 0.0], [0.1, 0.0, 0.1], [0.0, 0.0, 0.0], [0.0, 0.1, 0.1], [0.0, 0.0, 0.0], [0.0, 0.0, 0.0], [0.0, 0.1, 0.1], [0.1, 0.0, 0.0], [0.0, 0.0, 0.0], [0.1, -0.1, 0.0], [0.0, 0.0, -0.1], [0.1, 0.0, 0.0], [0.0, 0.0, 0.0], [0.0, 0.1, -0.1], [-0.1, 0.0, 0.0], [0.0, 0.0, 0.0], [0.0, 0.0, -0.1], [0.1, 0.0, 0.0], [-0.1, 0.0, -0.1], [0.0, 0.0, 0.0], [0.0, -0.1, 0.0], [0.0, 0.0, 0.0], [-0.1, 0.0, -0.1]],
  "lowdin_charge": [-0.22, -0.13, -0.43, -0.01, 0.00, -0.12, -0.08, -0.02, -0.80, 0.57, -0.03, -0.09, 0.09, 0.08, 0.02, 0.10, 0.09, 0.07, 0.09, 0.00, -0.08, -0.68, -0.10, -0.10, 1.09, -0.34, -0.11, -0.09, -0.09, -0.08, -0.14, -0.68, -0.09, -0.09, -0.12, 0.08, 0.05, 0.08, 0.08, 0.08, 0.06, 0.08, 0.08, 0.02, 0.07, 0.09, 0.10, 0.07, 0.01, 0.05, 0.07, 0.09, 0.07, 0.08, 0.07, 0.06, -0.01, 0.09]
}

---

{
  "formula": "CH3IN2",
  "method": "ωB97M-V/def2-TZVPD",
  "lumo_ev": [-0.500, -0.499],
  "e_above_lowest_kcal_mol": 59.9,
  "energy_ev": -12162.0745,
  "homo_lumo_gap_ev": [8.17, 8.17],
  "symbols": ["C", "N", "N", "I", "H", "H", "H"],
  "positions_angstrom": [[-0.758300, -0.524162, 0.041276], [-0.134530, 0.667548, 0.476870], [0.819913, 0.483615, -0.591771], [2.622954, -0.175926, 0.031413], [-0.360126, -1.440599, 0.439994], [-1.520686, -0.530726, -0.720174], [-0.669226, 1.520253, 0.322390]],
  "forces_ev_per_a": [[3.3, 1.9, -1.4], [-0.4, 0.1, 1.1], [-3.4, -1.4, -0.2], [0.6, -0.3, 0.5], [0.0, -0.1, 0.1], [-0.2, 0.0, 0.0], [0.2, -0.2, -0.1]],
  "lowdin_charge": [0.00, -0.29, -0.58, 0.63, 0.06, 0.07, 0.10]
}

---

{
  "formula": "C16H11Cl3N3O5Re",
  "method": "ωB97M-V/def2-TZVPD",
  "spin_multiplicity": 2,
  "lumo_ev": [-4.795, -4.788],
  "e_above_lowest_kcal_mol": 0.0,
  "energy_ev": -71170.0581,
  "homo_lumo_gap_ev": [7.04, 7.02],
  "charge": 1,
  "s2": 0.75,
  "symbols": ["Re", "O", "C", "O", "C", "C", "C", "C", "C", "N", "C", "O", "O", "H", "H", "H", "Cl", "C", "C", "C", "Cl", "C", "O", "C", "Cl", "C", "H", "H", "C", "N", "C", "C", "N", "H", "H", "H", "H", "H", "H"],
  "positions_angstrom": [[0.688731, -0.037174, 0.539410], [0.242076, 2.718927, 3.322800], [0.179388, 1.702614, 2.715264], [1.189121, 1.200364, 1.942154], [-0.967313, 0.719288, 2.786595], [-1.925211, 0.602879, 3.776062], [-2.639448, -0.588870, 3.854966], [-2.305980, -1.668610, 3.036622], [-1.338379, -1.470694, 2.074577], [-0.795042, -0.267534, 1.914440], [-0.537721, -2.495558, 1.307013], [-0.847234, -3.627958, 1.124415], [0.646231, -1.948399, 0.905620], [-2.062818, 1.406386, 4.485869], [-3.400692, -0.708047, 4.613666], [-2.744598, -2.647400, 3.169691], [1.846282, 3.308766, -5.585558], [1.276825, 2.769890, -4.049144], [2.105232, 1.995782, -3.250575], [1.599716, 1.584065, -2.036654], [2.570278, 0.599461, -0.949984], [0.329866, 1.899560, -1.569906], [-0.110941, 1.478245, -0.374752], [-0.475751, 2.672201, -2.408676], [-2.069958, 3.070012, -1.899424], [-0.004248, 3.109230, -3.635531], [3.102500, 1.729836, -3.570413], [-0.637893, 3.714750, -4.267919], [-1.172440, -1.017333, -4.509032], [-1.019586, -1.871165, -3.326464], [-1.364787, -3.294181, -3.418641], [-0.530244, -1.381320, -2.232955], [-0.089480, -0.931009, -1.263969], [-2.211422, -1.034863, -4.835315], [-0.530818, -1.381703, -5.310897], [-0.893049, 0.003891, -4.258410], [-2.415020, -3.393378, -3.689359], [-1.193152, -3.773603, -2.458477], [-0.744669, -3.771689, -4.176435]],
  "forces_ev_per_a": [[0.0, 0.0, 0.0], [0.0, 0.0, 0.0], [0.0, 0.0, 0.0], [0.0, -0.1, -0.1], [0.0, 0.0, 0.0], [0.0, 0.0, 0.0], [0.0, 0.0, 0.0], [0.0, 0.0, 0.0], [0.0, 0.0, 0.0], [0.0, 0.0, 0.0], [0.0, 0.0, 0.0], [0.0, 0.0, 0.0], [0.0, 0.0, 0.0], [0.0, 0.0, 0.0], [0.0, 0.0, 0.0], [0.0, 0.0, 0.0], [0.0, 0.0, 0.0], [0.0, 0.0, 0.0], [0.0, 0.0, 0.0], [0.0, 0.0, 0.0], [0.0, 0.0, 0.0], [0.0, 0.0, 0.0], [0.0, 0.0, 0.0], [0.0, 0.0, 0.0], [0.0, 0.0, 0.0], [0.0, 0.0, 0.0], [0.0, 0.0, 0.0], [0.0, 0.0, 0.0], [0.0, 0.0, 0.0], [0.0, 0.0, 0.0], [0.0, 0.0, 0.0], [0.0, 0.0, 0.0], [0.0, 0.0, 0.0], [0.0, 0.0, 0.0], [0.0, 0.0, 0.0], [0.0, 0.0, 0.0], [0.0, 0.0, 0.0], [0.0, 0.0, 0.0], [0.0, 0.0, 0.0]],
  "lowdin_charge": [1.54, 0.20, -0.47, -0.20, -0.13, 0.06, 0.01, 0.06, -0.14, -0.01, -0.49, 0.18, -0.22, 0.14, 0.13, 0.14, 0.72, -0.66, -0.10, -0.51, 0.83, -0.44, -0.29, -0.59, 0.76, -0.11, 0.12, 0.12, 0.01, -0.16, 0.01, -0.16, 0.10, 0.10, 0.10, 0.09, 0.10, 0.10, 0.10]
}

---

{
  "formula": "C4H8O2",
  "method": "ωB97M-V/def2-TZVPD",
  "lumo_ev": 1.017,
  "e_above_lowest_kcal_mol": 62.6,
  "energy_ev": -8370.5673,
  "smiles": "CO/C=C/OC",
  "homo_lumo_gap_ev": 9.63,
  "symbols": ["C", "O", "C", "C", "O", "C", "H", "H", "H", "H", "H", "H", "H", "H"],
  "positions_angstrom": [[-1.767360, 1.556262, 1.192907], [-0.397722, 1.381585, 0.922646], [-0.050433, 0.415704, 0.006193], [0.216938, -0.830210, 0.401512], [0.836364, -1.792931, -0.313429], [1.647672, -1.369330, -1.391917], [-1.882211, 2.460590, 1.797487], [-2.353636, 1.689916, 0.281111], [-2.173487, 0.695188, 1.734004], [0.141477, 0.779263, -1.003485], [-0.002533, -1.178264, 1.406716], [1.963097, -0.321886, -1.305153], [2.530789, -2.010050, -1.366232], [1.113064, -1.495531, -2.336405]],
  "forces_ev_per_a": [[-0.5, 0.0, 0.0], [0.2, 0.2, 0.2], [0.3, -0.2, 0.0], [-0.1, 0.3, 0.2], [0.0, 0.0, 0.0], [0.2, -0.1, -0.3], [0.1, -0.2, 0.0], [0.0, 0.0, -0.1], [0.0, 0.1, 0.0], [-0.1, -0.1, 0.2], [0.0, 0.2, 0.0], [-0.1, -0.2, 0.2], [-0.1, 0.0, -0.2], [0.1, 0.0, 0.0]],
  "lowdin_charge": [-0.11, -0.17, -0.16, -0.13, -0.12, -0.09, 0.09, 0.09, 0.09, 0.12, 0.14, 0.09, 0.09, 0.09]
}

---

{
  "formula": "C38H42BrClN7O9Yb",
  "method": "ωB97M-V/def2-TZVPD",
  "spin_multiplicity": 2,
  "lumo_ev": [-1.245, -1.245],
  "energy_ev": -183039.3135,
  "homo_lumo_gap_ev": [5.39, 5.39],
  "s2": 0.75,
  "symbols": ["Yb", "C", "N", "C", "C", "C", "C", "C", "C", "C", "N", "C", "C", "C", "C", "C", "C", "N", "C", "C", "H", "H", "H", "H", "H", "H", "H", "H", "H", "H", "H", "H", "H", "H", "H", "H", "H", "H", "H", "H", "C", "C", "N", "C", "C", "N", "C", "O", "O", "C", "O", "O", "H", "H", "H", "H", "H", "Br", "C", "C", "C", "C", "C", "C", "N", "C", "C", "C", "C", "C", "C", "N", "H", "H", "H", "H", "H", "H", "H", "H", "H", "O", "Cl", "O", "O", "O", "C", "C", "C", "O", "C", "H", "H", "H", "H", "H", "H", "H", "H"],
  "positions_angstrom": [[-0.019322, 0.267555, 1.108226], [2.092182, 2.722885, 2.570820], [0.928374, 2.904159, 1.675219], [0.005186, 3.824882, 2.336108], [1.441767, 3.381887, 0.416852], [1.470020, 4.721801, 0.082230], [2.145544, 5.166468, -1.047289], [2.878418, 4.250301, -1.781413], [2.843369, 2.900956, -1.468436], [2.044586, 2.402281, -0.421111], [1.869955, 1.082815, -0.069349], [2.459978, 0.033450, -0.781107], [2.632761, -0.035042, -2.168340], [3.237849, -1.126258, -2.771852], [3.695801, -2.180653, -2.003575], [3.476522, -2.161601, -0.632873], [2.823597, -1.102844, -0.028659], [2.456115, -1.111517, 1.375448], [3.544592, -0.508484, 2.164218], [2.223617, -2.480152, 1.867528], [2.535262, 3.695411, 2.815845], [2.840147, 2.114242, 2.073377], [1.783858, 2.233316, 3.491040], [0.513068, 4.724637, 2.703767], [-0.439884, 3.313331, 3.189781], [-0.783385, 4.132581, 1.652484], [0.971983, 5.454884, 0.706223], [2.136737, 6.214855, -1.316145], [3.489828, 4.585612, -2.610622], [3.459511, 2.220130, -2.033134], [2.245041, 0.759677, -2.785272], [3.348285, -1.146263, -3.849474], [4.199089, -3.022498, -2.462283], [3.808011, -3.005887, -0.044511], [4.415546, -1.175355, 2.183659], [3.214068, -0.338788, 3.185254], [3.849937, 0.432887, 1.712579], [1.796898, -2.437865, 2.864063], [1.549521, -2.991750, 1.189900], [3.159746, -3.047320, 1.936329], [1.421091, -6.512526, -0.671882], [0.697386, -5.349557, -1.254494], [0.628518, -4.146873, -0.738400], [-0.101565, -3.391352, -1.610062], [-0.498797, -4.170765, -2.678519], [0.021962, -5.406358, -2.426939], [-1.344210, -3.999063, -3.882788], [-1.853436, -2.807290, -4.085374], [-1.540059, -4.946366, -4.612816], [-0.381236, -1.946269, -1.387658], [-1.092969, -1.364907, -2.235231], [0.070498, -1.373706, -0.350919], [2.495889, -6.328704, -0.694283], [1.208902, -7.420788, -1.233872], [1.123910, -6.662947, 0.364692], [-0.101092, -6.183960, -3.056900], [-1.508500, -2.156438, -3.395547], [0.428668, 3.641760, -5.916905], [-0.154312, 3.176142, -4.178237], [-0.121666, 1.851544, -3.778852], [-0.505313, 1.521359, -2.493515], [-0.956907, 2.501159, -1.613335], [-1.004308, 3.827927, -2.043924], [-0.591652, 4.168197, -3.317046], [-1.378677, 2.084709, -0.328704], [-2.339299, 2.718634, 0.215092], [-2.902387, 2.325848, 1.496525], [-3.980591, 3.024715, 2.029330], [-4.585460, 2.552928, 3.180532], [-4.102884, 1.382994, 3.741292], [-3.004201, 0.767576, 3.156243], [-2.392588, 1.231607, 2.074921], [0.205685, 1.083951, -4.466977], [-0.501883, 0.488898, -2.172821], [-1.312739, 4.617271, -1.370386], [-0.602399, 5.200080, -3.638621], [-2.832410, 3.547271, -0.292592], [-4.342975, 3.915700, 1.532797], [-5.425549, 3.076009, 3.616959], [-4.563755, 0.949213, 4.617036], [-2.610103, -0.139447, 3.588959], [-0.916675, -0.558008, 5.034264], [0.046945, -0.414759, 4.004675], [1.352249, -0.695219, 4.474268], [0.003658, 0.931334, 3.456476], [-0.293006, -1.280172, 2.886414], [-4.272941, -2.205675, 0.109661], [-3.220133, -3.293526, 0.315635], [-2.221603, -2.583792, 1.217821], [-2.275105, -1.188819, 0.845155], [-3.398697, -0.969414, -0.028776], [-4.906527, -2.125386, 0.996204], [-4.901067, -2.366381, -0.764350], [-2.750852, -3.551326, -0.636351], [-3.614176, -4.199140, 0.773155], [-1.199594, -2.942067, 1.102476], [-2.505372, -2.672339, 2.270606], [-3.037811, -0.851341, -1.050930], [-3.902057, -0.050874, 0.281315]],
  "forces_ev_per_a": [[0.4, 0.6, -0.8], [0.1, 0.0, 0.1], [-0.3, -0.2, 0.2], [0.0, -0.1, 0.1], [0.1, -0.1, -0.3], [-0.1, 0.1, 0.1], [0.1, 0.1, -0.1], [-0.1, 0.1, 0.0], [-0.1, -0.1, 0.1], [0.1, 0.1, 0.1], [-0.9, -0.2, 0.1], [0.3, 0.0, 0.0], [-0.1, 0.1, 0.1], [0.0, -0.1, 0.0], [0.0, 0.0, -0.1], [0.0, -0.1, 0.0], [0.0, 0.2, -0.1], [0.0, -0.2, 0.1], [0.0, 0.1, 0.0], [0.1, 0.1, 0.0], [0.0, 0.0, -0.1], [-0.1, 0.0, 0.0], [0.0, 0.1, 0.0], [0.0, 0.0, 0.0], [0.0, 0.1, 0.0], [0.0, 0.0, 0.0], [0.0, -0.1, 0.0], [0.0, 0.0, 0.0], [0.0, 0.0, 0.0], [0.0, 0.0, -0.1], [0.0, 0.1, 0.0], [0.0, 0.0, 0.0], [0.0, 0.0, 0.0], [-0.1, 0.0, 0.0], [0.0, 0.0, 0.0], [0.0, 0.0, 0.0], [0.0, 0.0, 0.0], [0.0, 0.0, 0.0], [-0.1, -0.1, 0.0], [0.0, 0.0, 0.0], [0.0, 0.0, 0.0], [-0.1, 0.0, 0.0], [0.2, 0.0, 0.3], [0.1, 0.0, 0.0], [0.0, 0.2, 0.2], [0.0, 0.1, 0.0], [-0.1, 0.1, -0.2], [-0.1, -0.4, -0.6], [0.0, -0.1, 0.1], [-0.2, 0.0, 0.1], [0.2, 0.1, 0.3], [0.0, -0.1, -0.1], [0.0, 0.0, 0.0], [0.0, 0.0, 0.0], [0.0, 0.0, 0.0], [0.0, 0.0, 0.0], [-0.1, 0.1, 0.2], [0.0, 0.0, 0.0], [0.0, 0.0, 0.0], [0.0, 0.1, -0.1], [-0.1, 0.1, 0.4], [0.2, 0.1, -0.8], [0.0, 0.0, 0.3], [0.0, 0.0, -0.1], [0.0, -0.2, 0.4], [0.2, 0.0, -0.4], [-0.2, -0.2, 0.5], [0.1, 0.0, -0.2], [0.0, -0.1, 0.1], [-0.1, 0.1, -0.1], [0.0, -0.1, 0.1], [0.1, 0.3, -0.2], [0.0, 0.0, 0.0], [0.1, 0.1, -0.1], [0.1, 0.0, 0.0], [0.0, 0.0, 0.0], [0.0, 0.0, 0.0], [0.0, 0.0, 0.0], [0.0, 0.0, 0.0], [0.1, 0.0, 0.0], [0.0, 0.0, 0.0], [-0.2, 0.0, 0.1], [0.3, -0.3, 1.9], [0.2, -0.1, 0.1], [0.0, 0.3, -0.6], [-0.2, -0.3, -0.8], [0.1, 0.0, 0.0], [0.0, 0.1, 0.0], [0.0, -0.2, 0.0], [0.0, -0.1, 0.1], [-0.2, 0.1, 0.0], [0.0, 0.0, 0.0], [0.0, 0.0, 0.0], [0.0, 0.0, 0.0], [0.0, 0.0, 0.0], [0.0, 0.0, 0.0], [0.0, 0.0, 0.0], [0.0, 0.0, 0.0], [0.0, 0.0, 0.0]],
  "lowdin_charge": [1.83, -0.06, -0.23, -0.10, -0.24, -0.06, -0.11, -0.09, -0.02, -0.25, -0.05, -0.26, -0.05, -0.09, -0.10, -0.04, -0.23, -0.21, -0.06, -0.10, 0.10, 0.06, 0.07, 0.09, 0.08, 0.07, 0.10, 0.10, 0.10, 0.10, 0.09, 0.10, 0.10, 0.10, 0.10, 0.07, 0.08, 0.06, 0.06, 0.08, 0.00, -0.35, 0.18, -0.12, -0.08, 0.18, -0.50, 0.13, 0.09, -0.50, 0.00, -0.14, 0.08, 0.08, 0.08, 0.17, 0.04, 0.74, -0.69, -0.11, -0.01, -0.26, -0.03, -0.12, 0.09, -0.09, -0.28, 0.00, -0.04, -0.02, -0.11, 0.07, 0.11, 0.08, 0.11, 0.11, 0.13, 0.12, 0.11, 0.12, 0.09, -0.27, 0.68, -0.27, -0.43, -0.41, -0.14, -0.13, -0.19, -0.26, -0.17, 0.12, 0.12, 0.11, 0.12, 0.10, 0.12, 0.11, 0.11]
}